# 1
C19H28ClO2V as an isolated structure at a distorted geometry. Source: the Open Molecules 2025 dataset; level of theory: ωB97M-V with the def2-TZVPD basis set.

maximum force: 2.588 eV Å⁻¹
2S+1: 3
<S²>: 2.037
energy relative to the best compared isomer or geometry (same formula, charge and spin): 0.0 kcal per mole
HOMO energy (spin up / spin down): -7.57 / -7.96 eV
Kohn-Sham gap (spin up / spin down): 8.16 / 8.55 eV
LUMO energy (spin up / spin down): 0.59 / 0.59 eV

Last column: natural (NBO) charge in e.
Atoms and positions in Å:
O1 -1.213558 1.097219 -1.891052  -0.55
C1 0.126958 1.766692 -1.800806  -0.07
C2 -0.478973 3.132655 -1.578080  -0.47
H1 0.600397 1.693283 -2.782049  0.18
H2 0.816559 1.451159 -0.990300  0.20
C3 -1.806454 2.354348 -1.516461  0.27
H3 -0.405757 3.786600 -2.453144  0.21
H4 -0.288678 3.606025 -0.617692  0.21
C4 -2.820516 2.803131 -2.532965  -0.62
H5 -2.492046 2.697338 -3.575640  0.22
H6 -2.966211 3.868667 -2.343832  0.21
H7 -3.747586 2.242151 -2.377123  0.21
C5 -2.339930 2.459881 -0.079941  -0.63
H8 -1.668751 2.072871 0.718161  0.21
H9 -3.288429 1.909971 -0.007913  0.21
H10 -2.522194 3.534033 0.141391  0.22
V1 0.771722 -0.869022 2.255596  0.85
C6 1.292230 0.826303 3.776781  -0.27
C7 2.421871 -0.045231 3.683681  -0.33
C8 2.963031 0.077032 2.355602  -0.22
H11 2.856786 -0.640440 4.494250  0.25
C9 2.136649 0.980992 1.605665  -0.33
C10 1.071425 1.423350 2.476677  -0.32
H12 0.294986 2.152517 2.236220  0.24
H13 0.763373 1.052208 4.702662  0.24
H14 3.870107 -0.431620 2.022592  0.26
H15 2.327717 1.340445 0.593821  0.24
C11 -0.556401 -1.476777 3.895048  -0.36
C12 -1.233157 -0.345711 3.290197  -0.27
C13 -1.546590 -0.692676 1.929166  -0.26
H16 -1.553719 0.554661 3.802538  0.24
C14 -1.123669 -2.042782 1.707747  -0.31
C15 -0.576550 -2.545512 2.934894  -0.24
H17 -0.254323 -3.561332 3.163187  0.26
H18 -0.184651 -1.536835 4.920151  0.25
H19 -2.108266 -0.055290 1.238179  0.24
H20 -1.242865 -2.608751 0.784323  0.26
O2 0.684305 -1.479177 -1.406724  -0.55
C16 0.066135 -1.231767 -2.724322  -0.06
C17 0.643779 -2.123206 -3.818828  -0.44
H21 0.204596 -0.193775 -3.065942  0.18
H22 -1.026623 -1.359744 -2.627459  0.18
C18 1.591590 -3.072546 -3.076779  -0.44
H23 1.160898 -1.530638 -4.580899  0.20
H24 -0.156989 -2.641326 -4.345520  0.21
C19 1.488898 -2.674439 -1.576561  -0.07
H25 2.609784 -3.000198 -3.486275  0.21
H26 1.279277 -4.112302 -3.228769  0.21
H27 2.467299 -2.520234 -1.083753  0.20
H28 1.011196 -3.467412 -0.969293  0.18
Cl1 2.081340 -2.624798 1.809607  -0.43

Forces on atoms 1 to 6 (eV/Å):
1.525 0.867 1.112
0.128 -0.468 -0.345
-0.719 -0.271 -0.239
0.254 -0.189 0.277
-0.733 -0.466 -0.540
0.119 1.124 0.257

# 2
C35H48FN2O12SSiTl as an isolated structure. Source: the Open Molecules 2025 dataset; level of theory: ωB97M-V with the def2-TZVPD basis set.

maximum force: 0.298 eV Å⁻¹
HOMO energy: -8.63 eV
Kohn-Sham gap: 8.39 eV
LUMO energy: -0.24 eV

Last column: Löwdin charge in e.
Atoms and positions in Å:
Tl1 0.020585 0.523934 -1.476469  1.04
C1 6.937174 -2.864770 -1.123467  -0.05
C2 6.456837 -2.282343 0.190272  -0.30
C3 6.592981 -3.260599 1.349290  -0.14
C4 6.307636 -2.544448 2.661037  -0.13
C5 5.042463 -1.728558 2.579155  -0.13
C6 4.385297 -1.338159 3.724773  0.05
C7 3.184698 -0.640712 3.649271  -0.25
F1 2.576346 -0.322686 4.805340  0.07
C8 2.609283 -0.299625 2.457124  0.09
C9 3.266656 -0.678456 1.282333  -0.04
C10 2.651887 -0.364039 -0.008024  -0.27
O1 1.800155 0.557619 -0.056668  -0.02
C11 3.115193 -1.147294 -1.106424  -0.01
C12 4.333849 -1.761946 -0.980070  0.04
N1 5.054506 -1.814113 0.146847  0.03
C13 4.468490 -1.392363 1.338528  -0.07
C14 2.387222 -1.417591 -2.406028  -0.57
O2 2.988507 -1.990435 -3.299753  0.06
O3 1.134469 -1.112341 -2.462623  -0.11
H1 7.997685 -3.092651 -1.023839  0.09
H2 6.826098 -2.169742 -1.954029  0.09
H3 6.414219 -3.790607 -1.367956  0.10
H4 7.060341 -1.396882 0.423848  0.16
H5 7.599834 -3.679335 1.353344  0.12
H6 5.891083 -4.085254 1.197703  0.14
H7 7.147480 -1.888571 2.909332  0.13
H8 6.217096 -3.260106 3.479145  0.12
H9 4.777459 -1.600741 4.699067  0.13
H10 1.658758 0.212573 2.400919  0.13
H11 4.737270 -2.238971 -1.860438  0.13
O4 -0.684928 2.690453 -0.943152  -0.02
C15 -0.903638 3.583773 -1.761637  -0.15
C16 -0.382702 3.693088 -3.094372  -0.11
C17 -0.815483 4.795590 -3.843557  0.05
C18 -0.387797 4.962809 -5.131808  -0.15
C19 0.481187 4.035766 -5.730579  0.01
C20 0.918025 2.957221 -5.019004  0.02
C21 0.519574 2.740943 -3.665910  -0.33
O5 1.006472 1.735883 -3.038284  -0.08
N2 -0.845934 6.116153 -5.897374  -0.36
O6 -1.551548 6.931841 -5.332702  0.07
O7 -0.504368 6.190846 -7.063767  0.07
H12 -1.573969 4.401721 -1.449513  0.14
H13 -1.489354 5.520815 -3.406412  0.13
H14 0.788978 4.195736 -6.753886  0.12
H15 1.594033 2.233568 -5.453744  0.12
C22 -0.763908 -0.710524 -5.181361  -0.23
S1 -2.081706 -0.660934 -3.973855  0.93
C23 -1.739439 -2.194532 -3.107846  -0.22
O8 -1.723665 0.488249 -3.033970  -0.58
H16 -0.902505 -1.593757 -5.804450  0.07
H17 0.187726 -0.752256 -4.650569  0.05
H18 -0.844407 0.190695 -5.786349  0.06
H19 -2.274345 -2.993876 -3.619903  0.06
H20 -2.122525 -2.071023 -2.094737  0.05
H21 -0.668405 -2.374807 -3.079519  0.05
C24 -3.122136 -3.763952 2.329845  -0.03
C25 -2.267586 -2.524990 2.562343  -0.64
C26 -0.798713 -2.821495 2.272559  -0.02
C27 -2.443370 -2.020081 3.990337  -0.02
O9 -2.751557 -1.545702 1.639212  -0.10
Si1 -2.087730 -0.128859 1.145489  0.03
O10 -1.076122 -0.487539 -0.055417  -0.27
O11 -1.309272 0.582693 2.405338  -0.10
C28 -1.560986 1.800741 3.133276  -0.62
C29 -1.460253 2.997347 2.198694  -0.02
C30 -0.490810 1.886462 4.211998  -0.03
C31 -2.939123 1.730102 3.784891  -0.02
O12 -3.299683 0.869038 0.696887  -0.10
C32 -4.582791 0.665654 0.101056  -0.63
C33 -4.525408 -0.466224 -0.918762  -0.02
C34 -4.931853 1.976938 -0.591005  -0.02
C35 -5.582434 0.342455 1.206224  -0.02
H22 -2.813242 -4.576582 2.988674  0.09
H23 -3.026061 -4.096111 1.295361  0.09
H24 -4.171066 -3.536774 2.523338  0.09
H25 -0.424833 -3.596337 2.944600  0.09
H26 -0.195093 -1.923196 2.414261  0.07
H27 -0.676455 -3.156087 1.241682  0.09
H28 -2.201823 -2.810490 4.702921  0.09
H29 -3.477843 -1.711667 4.150618  0.09
H30 -1.792676 -1.167336 4.177357  0.07
H31 -0.489479 3.003300 1.702300  0.09
H32 -1.567919 3.923989 2.766390  0.09
H33 -2.234486 2.957719 1.435137  0.07
H34 0.492196 2.047981 3.773902  0.08
H35 -0.463769 0.966931 4.797342  0.08
H36 -0.700349 2.720653 4.883384  0.09
H37 -3.714568 1.654936 3.026877  0.06
H38 -3.118880 2.627122 4.380402  0.09
H39 -3.004106 0.861325 4.441671  0.08
H40 -3.816260 -0.205504 -1.704739  0.06
H41 -5.507311 -0.615612 -1.371618  0.09
H42 -4.214358 -1.396711 -0.442726  0.08
H43 -4.172335 2.209411 -1.339143  0.08
H44 -4.965492 2.788901 0.136571  0.09
H45 -5.902207 1.909563 -1.084920  0.09
H46 -5.261801 -0.549093 1.746148  0.08
H47 -6.573524 0.161416 0.786659  0.09
H48 -5.653360 1.171436 1.911308  0.08

Forces on atoms 1 to 6 (eV/Å):
0.104 0.104 -0.043
-0.015 -0.027 0.010
0.018 0.000 0.025
0.004 0.024 0.004
0.002 -0.022 0.015
-0.033 0.028 -0.014

Question: Number 1 is which compound?
Answer: C19H28ClO2V